# 1
16
Properties=species:S:1:pos:R:3:mulliken_charge:R:1 method="wB97M-V/def2-TZVPD" charge=0 e_lumo_ev=0.951 de_lowest_kcal_mol=157.7
C -0.6316 -2.9978 1.3048 -0.507
C 0.3118 0.7297 -1.7128 -1.103
C 0.0992 1.3320 0.8887 -1.336
C 0.5065 0.4292 -0.2840 0.518
N -0.0151 -1.9125 1.0442 0.622
O 0.9755 -1.5468 1.6611 -0.684
O -0.3684 -1.2127 -0.1055 -0.479
H -1.5478 -3.2774 0.6955 0.266
H -0.1307 -3.6504 2.0815 0.254
H 0.4488 -0.1575 -2.2688 0.367
H -0.7247 1.2409 -1.9039 0.271
H 1.2657 1.1759 -1.9158 0.365
H 0.8536 1.9763 1.0010 0.406
H -0.0216 0.9027 1.8702 0.381
H -0.8043 1.8046 0.6842 0.374
H 1.4919 -0.0485 0.1508 0.285



# 2
59
Properties=species:S:1:pos:R:3:mulliken_charge:R:1 method="wB97M-V/def2-TZVPD" charge=0 e_lumo_ev=0.238 de_lowest_kcal_mol=32.4
C -7.5511 -0.7566 0.9355 -1.763
H -7.7337 0.2426 1.3227 0.394
H -8.1078 -1.4644 1.5454 0.416
H -7.9285 -0.8152 -0.0823 0.394
C -6.0678 -1.0982 0.9862 -0.157
C -5.1751 -0.1983 0.1808 1.045
C -5.6368 0.8463 -0.5410 -0.203
C -4.7727 1.7069 -1.3212 -0.261
O -5.1413 2.6484 -1.9807 -0.645
O -3.4348 1.4224 -1.3038 -0.597
C -2.9318 0.3858 -0.5950 0.376
C -1.5503 0.1960 -0.6810 0.890
C -0.9702 -0.8523 0.0362 0.586
C -1.7774 -1.6993 0.8014 -1.094
C -3.1368 -1.5074 0.8611 -1.345
C -3.7530 -0.4605 0.1690 0.399
H -3.7310 -2.1781 1.4599 0.416
H -1.3402 -2.5123 1.3584 0.397
O 0.3823 -0.9687 -0.0472 -0.091
C 0.9873 -2.2427 0.1555 0.086
C 1.5488 -2.3941 1.5693 -1.178
H 0.7644 -2.2779 2.3142 0.367
H 2.3119 -1.6410 1.7515 0.114
H 1.9961 -3.3789 1.6747 0.429
C 2.1241 -2.3693 -0.8779 0.068
O 2.2497 -3.3576 -1.5717 -0.708
N 2.9314 -1.3050 -0.9133 0.178
H 2.7982 -0.4986 -0.3092 -0.120
C 4.0239 -1.1794 -1.8496 -0.734
H 3.7982 -1.8138 -2.7113 0.445
H 4.9513 -1.5480 -1.3928 0.247
C 4.1985 0.2786 -2.2654 -0.610
C 4.7089 1.1436 -1.1102 -0.929
N 3.7488 1.2291 -0.0143 0.566
C 4.3902 1.4627 1.2717 -0.761
C 3.3311 1.4506 2.3752 -0.320
O 2.3396 2.4209 2.1522 -0.472
C 1.7216 2.2154 0.9020 -0.351
C 2.7427 2.2590 -0.2348 -0.877
H 2.2381 2.0741 -1.1836 0.501
H 3.2045 3.2611 -0.2694 0.339
H 0.9894 3.0167 0.7923 0.364
H 1.2072 1.2433 0.8915 0.081
H 3.7823 1.6853 3.3408 0.379
H 2.8694 0.4520 2.4246 0.049
H 5.1152 0.6670 1.4585 0.421
H 4.9149 2.4329 1.2894 0.358
H 5.6240 0.6894 -0.7211 0.452
H 4.9690 2.1464 -1.4862 0.342
H 3.2483 0.6637 -2.6368 0.241
H 4.9234 0.3310 -3.0787 0.394
H 0.2698 -3.0431 -0.0588 0.758
C -0.7312 1.0967 -1.5516 -1.393
H 0.2166 0.6205 -1.7852 0.127
H -0.5387 2.0423 -1.0473 0.216
H -1.2740 1.3144 -2.4684 0.486
H -6.6809 1.1056 -0.5849 0.446
H -5.9261 -2.1224 0.6288 0.427
H -5.7299 -1.0677 2.0264 0.415



# 3
14
Properties=species:S:1:pos:R:3:mulliken_charge:R:1 method="wB97M-V/def2-TZVPD" charge=0 e_lumo_ev=0.878 de_lowest_kcal_mol=92.8
C 1.5868 -0.7170 0.3908 -1.126
C 0.6262 0.1671 -0.1543 0.136
O -0.3967 -1.2974 -0.8642 -0.741
C -0.4177 0.8525 0.6816 -0.515
C -1.7416 0.8964 -0.0598 0.086
O -2.0456 1.7939 -0.8060 -0.482
H 0.6554 -1.5602 -0.2284 0.390
H 2.5492 -0.7895 -0.1086 0.300
H 1.5950 -0.8554 1.4692 0.298
H 0.8158 0.6531 -1.1099 0.376
H -0.2263 -1.3884 -1.8167 0.327
H -0.0788 1.8809 0.8601 0.333
H -0.5259 0.3423 1.6443 0.299
H -2.3959 0.0216 0.1019 0.320



# 4
20
Properties=species:S:1:pos:R:3:mulliken_charge:R:1 method="wB97M-V/def2-TZVPD" charge=0 e_lumo_ev=0.299 de_lowest_kcal_mol=28.1
O -1.1004 -0.1185 2.1654 -0.574
C -0.6048 -0.8425 1.3266 0.544
N -0.3151 -0.3621 0.0580 -0.299
C -0.7677 1.0142 -0.2703 -0.357
N -0.7922 1.3549 -1.6799 -0.534
C -0.2408 -2.2799 1.6927 -0.895
H 0.6327 -0.5570 -0.2377 0.279
H -1.7656 1.1313 0.1391 0.386
H -0.1160 1.7302 0.2550 0.140
H -1.6915 1.0773 -2.0419 0.253
H 0.0256 0.9766 -2.1325 0.226
H 0.3407 -2.8847 0.9904 0.283
H 0.3765 -2.0892 2.5989 0.276
H -1.1649 -2.7966 1.9599 0.271
H 1.9920 -2.8297 -3.8220 0.318
H 3.5694 -2.4313 -3.6744 0.323
O 2.7534 -2.3916 -4.1869 -0.641
H -0.8415 4.5503 2.7197 0.312
H -0.2747 3.4813 1.8124 0.332
O -0.0152 4.2668 2.3277 -0.642



# 5
19
Properties=species:S:1:pos:R:3:mulliken_charge:R:1 method="wB97M-V/def2-TZVPD" charge=0 e_lumo_ev=-0.433 de_lowest_kcal_mol=0.0
C -1.4466 -0.7971 0.2630 0.230
C -1.1829 -2.2864 -3.1154 0.057
C 0.3232 2.1949 0.9821 -1.353
C 1.8087 0.5122 -0.3489 -1.320
C -0.7623 0.2352 -0.1269 -0.589
C 0.5999 0.6719 0.5129 0.810
N -1.2679 -1.6225 1.3415 -0.773
F -2.6375 -1.1086 -0.4624 -0.324
S 0.3009 -2.1994 -3.3393 -0.065
I -0.2279 -3.2895 0.7702 0.124
H 1.2177 2.6567 1.2502 0.440
H -0.1911 2.7688 0.1294 0.296
H -0.3683 2.1423 1.8953 0.312
H 1.7802 -0.4610 -0.9283 0.199
H 2.7148 0.5154 0.2265 0.409
H 1.8408 1.3314 -1.0739 0.317
H -1.1752 0.7360 -0.9380 0.522
H 0.8724 0.0786 1.5158 0.211
H -2.1989 -2.0789 1.4463 0.498



# 6
77
Properties=species:S:1:pos:R:3:mulliken_charge:R:1 method="wB97M-V/def2-TZVPD" charge=+1 multiplicity=2 s2=0.7543 e_lumo_ev="-2.315 / -8.650"
C 0.7637 -4.4061 4.1089 -1.554
C 1.0415 -4.4261 2.5783 0.353
C -0.1086 -5.1445 1.8864 -0.418
O 0.1900 -6.5564 2.0891 -0.350
C -0.4250 -7.3424 1.0972 -0.806
N 1.1766 -3.1123 2.0696 -0.269
H 0.4038 -5.3510 4.5161 0.397
H -0.1309 -3.8150 4.3045 0.356
H 1.5416 -3.8737 4.6562 0.367
H 1.9481 -4.9798 2.3340 0.287
H -0.0449 -4.9691 0.8125 0.131
H -1.1454 -4.8826 2.0975 0.377
H -0.5738 -8.3816 1.3904 0.300
H 0.0044 -7.2193 0.1029 0.265
H -1.4566 -6.9911 1.0777 0.334
H 1.8496 -3.1449 1.3172 0.276
H 1.6941 -2.6049 2.7730 0.227
C -0.9396 9.2176 -0.4161 -1.448
C -1.2600 7.8165 0.0817 0.591
C -0.5573 6.7045 -0.7305 -0.862
O -1.1127 5.3862 -0.2573 -0.403
C -0.4635 4.2840 -0.8251 -0.614
N -0.7976 7.6909 1.4830 -0.774
H -1.0486 9.3551 -1.4918 0.379
H 0.1143 9.4621 -0.2836 0.372
H -1.4853 9.9236 0.2100 0.335
H -2.3324 7.6325 0.0158 0.272
H 0.5268 6.7167 -0.6177 0.379
H -0.7271 6.9552 -1.7776 0.395
H -0.9480 3.3339 -0.6000 0.218
H 0.5269 4.2875 -0.3700 0.317
H -0.3933 4.5089 -1.8893 0.276
H -1.0288 6.7175 1.6212 0.284
H -1.4776 8.1723 2.0540 0.269
C 0.5439 1.9507 3.3908 -1.443
C 1.2548 0.6530 3.1012 0.433
C 1.8454 -0.1916 4.2098 -0.816
O 2.4567 -1.4066 3.6609 -0.394
C 3.5665 -1.3660 2.6770 -0.921
N 0.3475 -0.1822 2.3277 -0.404
H -0.2954 1.7773 4.0644 0.357
H 0.2651 2.3958 2.4357 0.335
H 1.3921 2.5031 3.7952 0.399
H 2.0871 0.7937 2.4115 0.196
H 1.0458 -0.4820 4.8913 0.301
H 2.5818 0.3868 4.7677 0.380
H 3.9816 -2.3713 2.6057 0.292
H 4.3386 -0.6354 2.9185 0.349
H 3.2025 -1.0824 1.6895 0.297
H 0.5176 -1.1513 2.5557 -0.051
H -0.5514 -0.1158 2.7834 0.275
C -0.6268 1.8867 -3.9063 -0.869
C -0.4737 0.7774 -5.0346 -0.186
O -1.5915 -0.0541 -4.7020 -0.216
H -1.1180 1.5885 -2.9800 0.215
H -1.2761 2.6732 -4.2907 0.407
H 0.3330 2.3380 -3.6549 0.371
H 0.4519 0.2093 -5.1279 0.310
H -0.6207 1.2421 -6.0096 0.316
H -1.4388 -0.5083 -3.8702 0.660
C -1.2602 -4.0114 -5.7332 -0.982
C -2.0687 -3.6135 -4.4216 0.328
O -1.1895 -4.1518 -3.3600 -0.472
H -0.3034 -3.4993 -5.6309 0.252
H -1.7442 -3.5855 -6.6121 0.355
H -1.1566 -5.0807 -5.9173 0.286
H -3.0926 -3.9869 -4.4099 0.359
H -2.0769 -2.5244 -4.3774 -0.329
H -0.5160 -3.4840 -3.2115 0.250
C -0.3576 -1.0859 -1.3828 0.787
O -0.8113 -1.1670 -2.4934 -0.773
N -0.0268 -0.0643 -0.6846 -0.023
N -0.3306 -2.1384 -0.6000 -0.056
H -0.1538 0.8536 -1.0864 0.012
H 0.2030 -0.1320 0.2966 0.166
H -0.2273 -1.8097 0.3494 -0.202
H -0.4313 -3.1111 -0.8527 0.189



# 7
20
Properties=species:S:1:pos:R:3:mulliken_charge:R:1 method="wB97M-V/def2-TZVPD" charge=0 e_lumo_ev=0.886 de_lowest_kcal_mol=114.6
C 1.0623 -1.9890 -0.1419 -1.262
C -2.7683 0.6154 0.4588 -1.199
C 0.6757 -0.6151 -0.2360 0.186
C -0.3324 0.2500 -0.1644 0.581
C -1.7474 -0.2290 -0.2557 0.601
N 2.8430 1.1980 0.2180 -0.591
N -0.1524 1.6059 0.1253 -0.527
O 2.2552 -0.0906 0.2205 -0.322
N -2.1603 -1.2730 -0.8475 -0.713
H 3.3402 1.3102 1.1002 0.206
H 3.5219 1.2188 -0.5410 0.214
H -0.7440 2.2222 -0.4131 0.218
H 0.8256 1.8710 0.1296 0.395
H -1.4158 -1.8290 -1.2606 0.251
H 1.0139 -2.5519 -1.0736 0.349
H 2.2237 -1.6818 0.0850 0.353
H 0.6297 -2.5210 0.7040 0.287
H -3.7192 0.0886 0.4651 0.360
H -2.4451 0.8295 1.4772 0.326
H -2.9063 1.5709 -0.0498 0.287



# 8
100
Properties=species:S:1:pos:R:3:mulliken_charge:R:1 method="wB97M-V/def2-TZVPD" charge=0 multiplicity=4 s2=3.7711 e_lumo_ev="-0.563 / -0.873"
V 0.4763 0.2217 0.1136 1.056
C -0.7053 -0.0763 7.8009 -0.374
C 0.5911 -0.1526 7.3062 -0.819
C 0.8225 -0.0713 5.9364 -0.130
C -0.2367 0.0829 5.0431 -0.924
C -1.5341 0.1456 5.5487 0.168
C -1.7690 0.0679 6.9181 -0.888
C 0.0188 0.1544 3.5684 0.742
C 0.4600 -1.0156 2.9465 0.322
C 0.6398 -2.2814 3.6168 -1.461
C 1.0970 -3.1572 2.6929 -1.477
C 1.1853 -2.4431 1.4374 0.069
N 0.7728 -1.1392 1.6172 0.813
C 1.6939 -2.9854 0.2523 1.088
C 1.8793 -2.2784 -0.9386 0.153
C 2.4987 -2.8216 -2.1286 -1.494
C 2.5062 -1.8347 -3.0559 -1.492
C 1.8769 -0.6781 -2.4508 0.157
C 1.6273 0.5288 -3.1080 0.916
C 2.0335 0.6199 -4.5425 -1.077
C 1.1837 0.1273 -5.5290 0.227
C 1.5425 0.1965 -6.8705 -0.844
C 2.7601 0.7629 -7.2374 -0.394
C 3.6149 1.2536 -6.2563 -0.806
C 3.2515 1.1804 -4.9150 0.208
C 0.9940 1.6402 -2.5447 0.364
N 0.5642 1.7388 -1.2454 0.611
C 0.0267 2.9967 -1.1078 0.139
C -0.4713 3.5382 0.0873 1.110
C -1.0553 4.9179 0.0475 -0.750
C -0.2526 6.0407 -0.1591 -0.055
C -0.8066 7.3165 -0.1754 -0.829
C -2.1747 7.4866 0.0138 -0.406
C -2.9820 6.3739 0.2182 -0.810
C -2.4234 5.1008 0.2358 0.163
C -0.4586 2.8890 1.3308 0.502
C -0.8058 3.5199 2.5890 -1.589
C -0.6273 2.5954 3.5608 -1.490
C -0.1954 1.3755 2.9144 0.077
N -0.0900 1.5840 1.5594 1.075
C 0.0594 3.6836 -2.3830 -1.545
C 0.6640 2.8528 -3.2619 -1.422
N 1.4882 -0.9802 -1.1670 0.833
C 2.0939 -4.4342 0.2527 -0.892
C 1.1715 -5.4128 -0.1087 0.292
C 1.5272 -6.7587 -0.1101 -0.847
C 2.8155 -7.1401 0.2499 -0.386
C 3.7471 -6.1688 0.6012 -0.800
C 3.3868 -4.8245 0.6021 0.085
H -0.8866 -0.1345 8.8687 0.379
H 1.4258 -0.2677 7.9874 0.393
H 1.8352 -0.1269 5.5470 0.444
H -2.3647 0.2575 4.8569 0.421
H -2.7844 0.1192 7.2954 0.391
H 0.4498 -2.4619 4.6682 0.519
H 1.3497 -4.1989 2.8349 0.509
H 2.8925 -3.8293 -2.2222 0.498
H 2.9023 -1.8675 -4.0660 0.504
H 0.2343 -0.3127 -5.2322 0.467
H 0.8723 -0.1930 -7.6301 0.395
H 3.0423 0.8178 -8.2832 0.366
H 4.5687 1.6908 -6.5344 0.394
H 3.9175 1.5607 -4.1448 0.479
H 0.8174 5.9064 -0.2927 0.465
H -0.1677 8.1796 -0.3279 0.388
H -2.6083 8.4813 0.0046 0.369
H -4.0495 6.4968 0.3650 0.402
H -3.0518 4.2294 0.4023 0.372
H -1.1170 4.5520 2.7038 0.496
H -0.7660 2.7202 4.6279 0.503
H -0.3342 4.6742 -2.5726 0.531
H 0.8687 3.0285 -4.3087 0.520
H 0.1645 -5.1090 -0.3895 0.321
H 0.7976 -7.5103 -0.3897 0.398
H 3.0942 -8.1890 0.2520 0.365
H 4.7536 -6.4591 0.8808 0.398
H 4.1083 -4.0628 0.8831 0.491
C -1.7745 -2.9068 0.9479 -1.090
O -1.3035 -2.2466 -0.2137 0.818
C -1.9407 -2.6546 -1.3939 -1.239
C -1.3886 -1.8148 -2.5226 -0.771
O -1.2673 -0.4342 -2.2178 0.402
C -2.4229 0.3807 -2.2847 -0.712
C -3.2309 0.4064 -1.0210 -1.129
O -2.3917 0.7512 0.0509 0.517
C -3.1181 0.9006 1.2513 -0.773
H -1.5605 -3.9806 0.9179 0.281
H -1.2635 -2.4714 1.8059 0.153
H -2.8562 -2.7743 1.0619 0.429
H -1.7264 -3.7077 -1.6092 0.524
H -3.0261 -2.5592 -1.3038 0.351
H -0.3824 -2.1533 -2.7565 0.213
H -2.0118 -1.9586 -3.4076 0.584
H -2.0633 1.3911 -2.4847 0.183
H -3.0699 0.0753 -3.1104 0.483
H -4.0206 1.1552 -1.1481 0.527
H -3.7184 -0.5519 -0.8219 0.224
H -3.8439 1.7137 1.1669 0.378
H -3.6548 -0.0206 1.4990 0.352
H -2.4109 1.1307 2.0445 -0.051



# 9
50
Properties=species:S:1:pos:R:3:mulliken_charge:R:1 method="wB97M-V/def2-TZVPD" charge=0 e_lumo_ev=0.352 de_lowest_kcal_mol=393.4
C -4.5217 -1.0718 2.3349 -0.927
H -4.5323 -0.1540 2.8166 0.433
O -3.3250 -0.9110 1.3355 -0.586
C -3.4500 -0.0675 0.3548 1.166
C -4.5024 0.6983 0.0366 -0.072
C -4.5007 1.7218 -0.7840 -1.492
C -3.4360 1.7034 -1.5023 0.024
C -2.3373 0.9424 -1.6114 -1.304
C -2.4331 0.0129 -0.5624 0.001
N -1.3543 -1.0108 -0.2196 0.017
C -0.2159 -0.8853 -0.7677 0.525
O 0.1639 -0.2284 -1.7515 -0.737
N 0.6175 -2.2914 -0.4256 0.240
C 0.1886 -3.1441 0.5343 -0.615
C 1.0190 -4.3975 -0.1506 -0.800
H 0.5207 -4.8148 -0.8123 0.548
H 1.1624 -5.3484 0.7548 0.243
C 2.3222 -3.7509 -0.2446 -0.631
H 3.0725 -3.5170 0.5142 0.305
C 1.9505 -2.2314 -0.6355 -0.222
H 1.9877 -2.1274 -1.9267 0.219
C 2.7426 -1.1277 0.1127 0.357
O 3.5262 -1.3737 0.9891 -0.717
N 2.7368 0.0350 -0.4546 -0.082
H 2.0634 0.2936 -1.5610 0.394
C 3.4361 1.1901 -0.0240 -1.002
H 4.0843 0.6647 0.7398 0.462
H 3.9041 1.9264 -0.8047 0.231
C 2.1786 1.9819 0.7682 0.147
C 1.2772 2.5423 -0.2856 -0.507
H 0.3113 2.1511 -0.3905 0.183
C 1.0660 4.0168 -0.0589 -0.673
H 0.8849 4.7447 -0.7389 0.443
C 2.4568 4.1890 0.6350 -0.546
H 2.4641 5.0603 1.3915 0.268
H 3.2447 4.7415 -0.1037 0.199
O 2.8648 3.1338 1.1578 -0.360
H 0.3350 4.1613 1.1081 0.212
H 1.6355 2.5671 -1.3494 0.269
H 1.6487 1.5289 1.5141 0.587
H 3.0124 -4.2904 -0.9322 0.320
H 0.2393 -2.9683 1.7962 0.182
H -0.9947 -3.4788 0.3986 0.405
H -1.6644 -1.6942 0.6054 0.458
H -1.5609 0.9907 -2.2084 0.921
H -3.1263 2.4896 -2.4791 0.032
H -5.1685 2.4053 -0.9294 0.642
H -5.2638 0.7251 0.8677 0.228
H -4.3156 -1.7960 2.8300 0.352
H -5.6369 -1.2271 1.7731 0.260



# 10
34
Properties=species:S:1:pos:R:3:mulliken_charge:R:1 method="wB97M-V/def2-TZVPD" charge=0 multiplicity=8 s2=15.7733 e_lumo_ev="-0.639 / -3.812" de_lowest_kcal_mol=3.6
V 0.3446 -0.0082 -3.6320 0.184
Cl 1.3224 -1.9806 -3.0770 -0.501
C 1.8787 1.1873 -4.4342 -0.890
C -0.6377 -0.7584 -5.3649 -0.815
H 1.9105 1.6007 -5.4602 0.361
H 2.0450 2.0615 -3.7812 0.277
H 2.8061 0.5876 -4.3541 0.294
H -0.6030 -0.3183 -6.3813 0.340
H -1.7182 -0.8767 -5.1657 0.289
H -0.2691 -1.7935 -5.5171 0.276
Ir -0.3599 0.2908 -1.2262 1.072
C -1.7770 -0.7846 -0.3661 -1.334
C -0.9665 1.2971 -2.8305 -0.797
H -2.6824 -0.3924 -0.8488 0.429
H -1.6680 -1.8450 -0.6437 0.358
H -1.8754 -0.6801 0.7272 0.286
H -2.0317 1.1616 -3.1577 0.355
H -0.6886 2.3823 -2.7532 0.348
O -1.8316 2.1546 2.7147 -0.588
S -0.4044 1.9717 2.7777 1.005
O 0.4861 3.0781 3.0345 -0.596
N 0.0395 1.1256 1.2992 -0.478
C 0.6463 0.0024 1.5636 0.632
S 1.0509 -0.8801 0.1597 -0.511
C 0.6908 -0.3868 2.9791 0.363
C 0.9943 -1.6277 3.5243 -0.524
C 0.8365 -1.8323 4.8950 -0.615
C 0.3052 -0.8077 5.6969 -0.364
C -0.0932 0.4182 5.1384 -0.610
C 0.0850 0.5926 3.7711 0.163
H 1.3482 -2.3946 2.8450 0.423
H 1.1330 -2.7814 5.3486 0.381
H 0.2041 -0.9750 6.7700 0.370
H -0.5206 1.2114 5.7489 0.417



# 11
19
Properties=species:S:1:pos:R:3:mulliken_charge:R:1 method="wB97M-V/def2-TZVPD" charge=+1 e_lumo_ev="-4.371 / -3.425" de_lowest_kcal_mol=140.8
C -1.3404 0.8947 0.1479 -0.503
C -0.6947 0.8581 -1.3263 -0.904
C 0.7842 -0.8967 -0.4861 -0.826
C 1.1688 -0.6951 0.9765 0.555
N -1.4216 -0.4063 0.6380 -0.603
N 0.7032 0.3832 -1.2962 -0.057
O 1.3276 0.5636 1.4039 -0.441
O 1.3849 -1.7271 1.6686 -0.501
H -0.8237 1.5578 0.7270 0.317
H -2.4245 1.3244 0.0540 0.439
H -1.3793 0.1313 -1.8050 0.368
H -0.6595 1.7705 -1.8231 0.490
H 1.4522 -1.6447 -0.8057 0.483
H -0.2841 -1.3858 -0.5533 0.397
H -2.1425 -0.3914 1.3777 0.213
H 0.9932 0.4580 -2.2237 0.333
H 1.2478 1.1252 -0.6484 0.433
H 1.4582 0.5144 2.3381 0.374
H 0.6505 -2.4340 1.6360 0.431



# 12
12
Properties=species:S:1:pos:R:3:mulliken_charge:R:1 method="wB97M-V/def2-TZVPD" charge=0 e_lumo_ev=-1.303 de_lowest_kcal_mol=96.3
C -1.4247 0.2119 0.3425 -0.161
C -0.3316 0.3539 0.8186 -0.033
C -2.7138 -0.0065 -0.2643 -1.151
C 2.8316 0.4866 0.1105 -0.494
I 4.1566 -0.1205 1.6208 0.130
I 1.7229 -1.8777 -0.9695 -0.006
I 3.7433 1.5435 -1.4463 0.105
H 0.5764 -0.9989 -0.2658 0.096
H 0.5711 0.5913 1.3038 0.655
H -2.7521 -0.9898 -0.7333 0.283
H -3.4856 0.0501 0.5017 0.285
H -2.8940 0.7562 -1.0188 0.292